Entry 1:
Density functional theory data (ωB97M-V with the def2-TZVPD basis set) for a 2-piece molecular cluster, CH3FIP overall.

Values from the calculation:
E_HOMO (spin up / spin down): -9.84 / -8.60 eV
electronic energy: -778.646793 Eh
relative energy (zero: lowest compared OMol25 entry of this formula, charge and spin): 440.93 kJ/mol
orbital gap (spin up / spin down): 8.80 / 8.16 eV
lowest unoccupied orbital energy (spin up / spin down): -0.0385 / -0.0162 Ha

Each line ends with the natural charge from an NBO analysis.
Geometry (Å):
1 C -0.57 -0.06 0.38  -0.683
2 F 1.67 0.66 0.01  -0.572
3 P 0.29 1.28 -0.37  1.005
4 I -2.64 -0.48 -0.15  0.136
5 H 1.46 -1.88 0.39  0.011
6 H -0.41 -0.20 1.40  0.183
7 H 0.21 0.67 -1.66  -0.079


Entry 2:
Density functional theory data (ωB97M-V with the def2-TZVPD basis set) for CH3FIP as an isolated structure.

Values from the calculation:
E_HOMO: -9.67 eV
electronic energy: -778.765954 Eh
relative energy (zero: lowest compared OMol25 entry of this formula, charge and spin): 128.08 kJ/mol
orbital gap: 9.75 eV
lowest unoccupied orbital energy: 0.0029 Ha

Each line ends with the natural charge from an NBO analysis.
Geometry (Å):
1 C -0.57 0.04 0.47  -0.895
2 F 2.02 0.14 0.26  -0.604
3 P 0.74 0.71 -0.69  0.950
4 I -2.44 0.66 -0.26  0.141
5 H -0.43 -1.32 0.26  0.253
6 H -0.45 0.24 1.44  0.215
7 H 1.12 -0.47 -1.48  -0.060


Entry 3:
Density functional theory data (ωB97M-V with the def2-TZVPD basis set) for CH3FN2 as an isolated structure.

Values from the calculation:
E_HOMO: -10.78 eV
electronic energy: -249.216026 Eh
relative energy (zero: lowest compared OMol25 entry of this formula, charge and spin): 133.11 kJ/mol
orbital gap: 10.59 eV
lowest unoccupied orbital energy: -0.0067 Ha

Each line ends with the natural charge from an NBO analysis.
Geometry (Å):
1 C -0.70 -0.66 0.09  0.543
2 N -1.80 -0.28 -0.23  -0.432
3 N 0.60 -0.60 0.29  -0.849
4 F -4.06 0.43 -0.06  -0.682
5 H -3.13 -0.16 -0.41  0.532
6 H 0.71 0.39 0.32  0.435
7 H 1.32 -1.34 0.25  0.454


Entry 4:
Density functional theory data (ωB97M-V with the def2-TZVPD basis set) for a 2-piece molecular cluster, CH3FN2O overall.

Values from the calculation:
E_HOMO (spin up / spin down): -11.24 / -11.27 eV
electronic energy: -324.371792 Eh
relative energy (zero: lowest compared OMol25 entry of this formula, charge and spin): 353.37 kJ/mol
orbital gap (spin up / spin down): 8.23 / 8.25 eV
lowest unoccupied orbital energy (spin up / spin down): -0.1107 / -0.1108 Ha

Each line ends with the natural charge from an NBO analysis.
Geometry (Å):
1 C -0.27 -0.19 0.49  0.697
2 N -0.86 -0.68 -0.58  -0.798
3 N 0.77 0.62 0.43  -0.251
4 O -0.56 -0.34 1.69  -0.503
5 F 1.74 1.38 -1.23  -0.423
6 H -0.48 -0.47 -1.49  0.427
7 H -1.69 -1.25 -0.50  0.421
8 H 1.35 0.93 1.18  0.430


Entry 5:
Density functional theory data (ωB97M-V with the def2-TZVPD basis set) for a 2-piece molecular cluster, CH3FN2O2 overall.

Values from the calculation:
E_HOMO (spin up / spin down): -9.91 / -9.62 eV
electronic energy: -399.493985 Eh
relative energy (zero: lowest compared OMol25 entry of this formula, charge and spin): 428.58 kJ/mol
orbital gap (spin up / spin down): 9.18 / 9.28 eV
lowest unoccupied orbital energy (spin up / spin down): -0.0269 / -0.0126 Ha

Each line ends with the natural charge from an NBO analysis.
Geometry (Å):
1 C 0.29 0.41 -0.91  -0.538
2 N -0.28 -0.81 -0.63  0.065
3 N -0.64 -0.13 1.48  0.576
4 O 0.10 0.77 1.56  -0.295
5 O -1.43 -0.73 2.09  -0.254
6 F 0.63 -1.86 -0.56  -0.247
7 H -0.46 1.12 -1.25  0.229
8 H 0.75 0.88 -0.11  0.242
9 H 1.05 0.34 -1.69  0.222


Entry 6:
Density functional theory data (ωB97M-V with the def2-TZVPD basis set) for an isolated ion of composition CH3FNO and charge -1.

Values from the calculation:
E_HOMO: -2.67 eV
electronic energy: -269.626941 Eh
relative energy (zero: lowest compared OMol25 entry of this formula, charge and spin): 366.18 kJ/mol
orbital gap: 7.47 eV
SMILES: CN([O-])F
lowest unoccupied orbital energy: 0.1763 Ha
charge: -1

Each line ends with the natural charge from an NBO analysis.
Geometry (Å):
1 C -0.47 -0.41 -0.02  -0.455
2 N 0.70 0.29 -0.44  0.107
3 O 0.41 1.90 -0.41  -0.795
4 F 1.69 0.05 0.68  -0.395
5 H -1.21 -0.30 -0.82  0.199
6 H -0.20 -1.47 0.07  0.170
7 H -0.91 -0.07 0.92  0.168


Entry 7:
Density functional theory data (ωB97M-V with the def2-TZVPD basis set) for a 2-piece molecular cluster, CH3FNO2S overall.

Values from the calculation:
E_HOMO: -3.31 eV
electronic energy: -743.200155 Eh
relative energy (zero: lowest compared OMol25 entry of this formula, charge and spin): 122.32 kJ/mol
orbital gap: 7.21 eV
lowest unoccupied orbital energy: 0.1435 Ha
charge: -1

Each line ends with the natural charge from an NBO analysis.
Geometry (Å):
1 C 1.06 0.17 -0.60  0.472
2 N 1.95 -0.68 -0.45  -0.711
3 O -4.17 -0.14 -0.45  -1.051
4 O -1.75 -0.66 -0.68  -1.072
5 F 1.32 1.47 -0.93  -0.381
6 S -2.79 0.19 -0.03  1.358
7 H -0.02 -0.06 -0.54  0.240
8 H 2.91 -0.37 -0.58  0.337
9 H -2.76 -0.38 1.45  -0.193


Entry 8:
Density functional theory data (ωB97M-V with the def2-TZVPD basis set) for CH3FNO2S as an isolated structure.

Values from the calculation:
E_HOMO (spin up / spin down): -3.65 / -3.92 eV
electronic energy: -743.011587 Eh
relative energy (zero: lowest compared OMol25 entry of this formula, charge and spin): 617.41 kJ/mol
orbital gap (spin up / spin down): 7.79 / 7.52 eV
lowest unoccupied orbital energy (spin up / spin down): 0.1520 / 0.1325 Ha
charge: -1

Each line ends with the natural charge from an NBO analysis.
Geometry (Å):
1 C 1.14 0.47 0.82  -0.330
2 N -0.32 -1.22 -0.69  -1.026
3 O -2.13 1.14 -0.68  -0.926
4 O -1.12 -0.46 1.65  -0.950
5 F 1.83 0.49 -0.45  -0.433
6 S -0.54 0.05 0.45  1.714
7 H 1.45 1.33 1.25  0.151
8 H -0.97 -0.80 -1.42  0.414
9 H 0.66 -1.01 -0.93  0.387


Entry 9:
Density functional theory data (ωB97M-V with the def2-TZVPD basis set) for a 2-piece molecular cluster, CH3FO2 overall.

Values from the calculation:
E_HOMO: -11.76 eV
electronic energy: -290.244249 Eh
relative energy (zero: lowest compared OMol25 entry of this formula, charge and spin): 29.81 kJ/mol
orbital gap: 12.43 eV
SMILES: O=CO.F
lowest unoccupied orbital energy: 0.0245 Ha

Each line ends with the natural charge from an NBO analysis.
Geometry (Å):
1 O 0.50 1.12 -0.17  -0.613
2 C 0.41 0.06 -0.70  0.680
3 O 0.37 -1.09 -0.14  -0.653
4 H 0.43 0.00 -1.72  0.123
5 H 0.45 -1.16 0.82  0.511
6 F -1.50 0.33 1.00  -0.596
7 H -0.67 0.75 0.90  0.548


Entry 10:
Density functional theory data (ωB97M-V with the def2-TZVPD basis set) for one molecule with the formula CH3FO2S.

Values from the calculation:
E_HOMO: -12.39 eV
electronic energy: -688.396040 Eh
relative energy (zero: lowest compared OMol25 entry of this formula, charge and spin): 28.33 kJ/mol
orbital gap: 12.84 eV
SMILES: CS(=O)(=O)F
lowest unoccupied orbital energy: 0.0167 Ha

Each line ends with the natural charge from an NBO analysis.
Geometry (Å):
1 C -0.35 0.56 -0.76  -0.829
2 S 0.40 -0.64 0.53  2.347
3 O 1.57 -0.06 1.07  -0.884
4 O 0.32 -1.95 0.08  -0.880
5 F -0.69 -0.52 1.85  -0.522
6 H -1.24 1.02 -0.39  0.251
7 H 0.51 1.32 -0.60  0.256
8 H -0.52 0.28 -1.80  0.261


Entry 11:
Density functional theory data (ωB97M-V with the def2-TZVPD basis set) for CH3HgLiO as an isolated structure.

Values from the calculation:
E_HOMO (spin up / spin down): -6.33 / -7.19 eV
electronic energy: -275.913837 Eh
relative energy (zero: lowest compared OMol25 entry of this formula, charge and spin): 5.79 kJ/mol
orbital gap (spin up / spin down): 5.23 / 5.72 eV
spin multiplicity: 3
expectation value of S²: 2.01
lowest unoccupied orbital energy (spin up / spin down): -0.0404 / -0.0540 Ha

Each line ends with the Mulliken spin population.
Geometry (Å):
1 O -0.35 0.22 0.10  0.268
2 C 0.59 -0.68 -0.33  0.727
3 Hg -2.35 -0.52 0.64  0.022
4 H 1.26 -1.19 0.38  0.011
5 H 0.29 -1.30 -1.19  0.025
6 Li 0.49 1.39 1.34  0.036
7 H 0.08 2.08 -0.95  0.910


Entry 12:
Density functional theory data (ωB97M-V with the def2-TZVPD basis set) for an isolated ion of composition CH3I2N2 and charge +1.

Values from the calculation:
E_HOMO (spin up / spin down): -13.17 / -13.49 eV
electronic energy: -744.330954 Eh
relative energy (zero: lowest compared OMol25 entry of this formula, charge and spin): 506.80 kJ/mol
orbital gap (spin up / spin down): 5.84 / 6.87 eV
lowest unoccupied orbital energy (spin up / spin down): -0.2693 / -0.2436 Ha
charge: +1

Each line ends with the natural charge from an NBO analysis.
Geometry (Å):
1 C 0.55 0.63 0.09  0.034
2 N 2.08 -2.07 0.28  -0.706
3 N -0.65 1.10 0.16  -0.744
4 I 2.34 1.76 0.11  0.361
5 I 3.66 -1.16 -0.18  0.862
6 H 1.47 -2.00 -0.47  0.344
7 H -1.37 0.49 -0.10  0.423
8 H -1.06 1.88 0.70  0.426